Below is C39H97N7O10 as an isolated structure, with properties calculated with ωB97M-V/def2-TZVPD.

The value obtained for the HOMO energy is -7.16 eV. The molecular weight is 824.24 g/mol. Its total energy is -2678.90700 hartree. Its energy above the lowest of the compared OMol25 structures with the same formula, charge and spin is 354.9 kcal per mole. The gap between HOMO and LUMO comes out at 7.62 eV.

Cartesian coordinates (Å):
1 C -2.4378 3.7680 -1.1407
2 C -1.3826 2.6395 -0.9160
3 C -0.9222 2.0910 -2.3029
4 O -2.1027 1.6233 -3.0217
5 C -2.6692 0.3967 -2.5187
6 N -0.2589 3.1386 -0.1059
7 H -3.2886 3.3715 -1.6949
8 H -2.0108 4.5719 -1.7402
9 H -2.8864 4.1744 -0.2342
10 H -1.7923 1.8251 -0.3186
11 H -0.1610 1.3176 -2.1995
12 H -0.4895 2.8500 -2.9547
13 H -1.9505 -0.4179 -2.6081
14 H -3.4452 0.0260 -3.1885
15 H -3.0776 0.5986 -1.5285
16 H -0.6387 3.5175 0.7498
17 H 0.2789 2.2964 0.0407
18 C 2.7283 -1.0219 -2.4464
19 C 3.8898 -1.5987 -1.5650
20 C 3.8151 -3.0953 -1.2960
21 O 2.6887 -3.5508 -0.6492
22 C 2.9745 -4.7510 -0.0059
23 N 5.1676 -1.2250 -2.1870
24 H 2.9732 -1.3253 -3.4643
25 H 2.5079 0.0450 -2.4136
26 H 1.8439 -1.5503 -2.0903
27 H 3.8938 -1.0228 -0.6395
28 H 4.6490 -3.2868 -0.6208
29 H 3.8310 -3.7113 -2.1952
30 H 3.8776 -4.8169 0.6009
31 H 3.0613 -5.6172 -0.6619
32 H 2.1652 -4.9681 0.6912
33 H 5.1852 -0.2255 -2.3310
34 H 6.0307 -1.4109 -1.6966
35 C 1.7089 -1.4808 0.8616
36 C 0.2270 -1.4970 0.5736
37 C -0.2966 -0.2091 -0.0225
38 O 0.0030 0.8581 0.8591
39 C -0.8313 1.0123 1.9304
40 N -0.0038 -2.4724 -0.4745
41 H 1.9699 -2.5113 1.1023
42 H 1.7505 -0.8728 1.7654
43 H 2.2793 -1.0535 0.0368
44 H -0.4046 -1.7378 1.4287
45 H -1.3418 -0.2638 -0.3269
46 H 0.3072 0.0689 -0.8864
47 H -0.5353 1.9343 2.4308
48 H -0.6801 0.2387 2.6833
49 H -1.8893 1.0476 1.6704
50 H 0.7128 -2.2774 -1.1590
51 H 0.1838 -3.3792 -0.0712
52 C -2.1906 -2.2438 -0.6403
53 O -3.1137 -1.3115 -0.1287
54 C -4.4712 -1.6097 -0.3616
55 C -5.3607 -0.5189 0.0639
56 N -5.0707 0.8066 -0.4762
57 C -5.6785 0.9987 -1.8299
58 C -5.5210 2.3757 -2.3776
59 O -6.3265 2.5614 -3.5462
60 C -6.2948 3.8451 -4.1788
61 H -2.5642 -2.7420 -1.5348
62 H -1.9136 -2.9014 0.1837
63 H -1.2835 -1.7562 -0.9974
64 H -4.6564 -2.6105 0.0284
65 H -4.5652 -1.8170 -1.4276
66 H -5.1887 -0.2897 1.1155
67 H -6.4157 -0.7527 -0.0788
68 H -4.0645 0.8769 -0.4230
69 H -6.7397 0.8152 -1.6621
70 H -5.3565 0.2136 -2.5140
71 H -4.4926 2.5531 -2.6921
72 H -5.7691 3.1929 -1.7003
73 H -7.0528 3.8662 -4.9618
74 H -5.3525 3.9589 -4.7148
75 H -6.4155 4.7089 -3.5251
76 C 0.2353 -4.4890 2.5931
77 O 0.2648 -4.1503 1.1900
78 C 0.0084 -5.2444 0.3537
79 C 0.2958 -4.8735 -1.1209
80 N -0.5957 -3.9611 -1.8085
81 C -0.0610 -3.8156 -3.2036
82 C -0.3732 -2.4154 -3.7808
83 O 0.6749 -1.5526 -3.4760
84 C 0.5480 -0.3350 -4.1422
85 H -0.7166 -4.9797 2.7962
86 H 0.4221 -3.6033 3.2002
87 H 0.9935 -5.1521 3.0097
88 H -1.0645 -5.3966 0.4710
89 H 0.6025 -6.0623 0.7614
90 H 0.4495 -5.7781 -1.7094
91 H 1.2537 -4.3534 -1.1217
92 H -0.4870 -3.0630 -1.3593
93 H -0.4993 -4.6152 -3.8007
94 H 1.0008 -4.0433 -3.2970
95 H -1.3456 -2.1251 -3.3831
96 H -0.4647 -2.6151 -4.8485
97 H 1.5433 0.0654 -3.9491
98 H -0.1337 0.4035 -3.7203
99 H 0.4132 -0.4482 -5.2179
100 C -1.9819 4.3223 3.8927
101 O -0.9895 3.2357 3.9708
102 C -1.6139 1.9995 4.0091
103 C -0.6100 0.8881 4.5304
104 N -1.0937 -0.3866 4.9228
105 C -2.2829 -0.3346 5.7880
106 C -2.8814 -1.6717 6.0187
107 O -4.0065 -1.5335 6.9425
108 C -5.2472 -1.1682 6.2940
109 H -2.6064 4.0813 3.0325
110 H -1.5814 5.3343 3.8323
111 H -2.5323 4.2370 4.8297
112 H -1.9405 1.6714 3.0223
113 H -2.5301 1.9648 4.5987
114 H -0.1559 1.2123 5.4668
115 H 0.2610 0.7563 3.8885
116 H -0.3880 -0.8286 5.4944
117 H -3.0857 0.2550 5.3453
118 H -1.9974 0.2259 6.6782
119 H -2.1376 -2.1844 6.6286
120 H -3.0828 -2.1914 5.0819
121 H -6.0430 -1.1031 7.0360
122 H -5.3867 -1.9424 5.5395
123 H -5.2327 -0.1709 5.8546
124 C 6.2877 2.5205 -2.5414
125 C 5.6690 2.4353 -1.1675
126 C 5.6560 3.8790 -0.5881
127 C 4.7521 4.1298 0.6755
128 C 3.3865 3.5958 0.5283
129 C 3.3951 2.1022 -0.0299
130 N 4.2607 1.9377 -1.1803
131 O 4.0636 0.7109 -1.8016
132 C 3.7743 1.1764 1.1858
133 C 1.9409 1.8824 -0.4592
134 C 6.5437 1.4102 -0.2849
135 H 5.5362 2.7997 -3.2800
136 H 6.6528 1.5673 -2.9236
137 H 7.1005 3.2443 -2.6028
138 H 6.6398 4.2621 -0.3172
139 H 5.3549 4.4905 -1.4387
140 H 4.8230 5.2144 0.7582
141 H 5.1952 3.6806 1.5643
142 H 2.7342 4.2559 -0.0435
143 H 2.7524 3.6483 1.4134
144 H 4.7951 1.1879 1.5679
145 H 3.2984 1.3285 2.1545
146 H 3.4942 0.1413 0.9904
147 H 1.7553 0.8649 -0.8032
148 H 1.1621 2.1238 0.2641
149 H 1.7962 2.5248 -1.3278
150 H 6.1245 0.4058 -0.2264
151 H 6.6446 1.8123 0.7232
152 H 7.5533 1.3043 -0.6819
153 H 3.6904 1.0175 -2.6312

Atom charges from the Löwdin analysis, given in e for atoms 1 to 2:
1. C -0.024
2. C -0.358